{
  "formula": "C7H4ClF3N2",
  "method": "ωB97M-V/def2-TZVPD",
  "de_lowest_kcal_mol": 0.00,
  "homo_ev": -10.1,
  "elements": ["N", "C", "C", "C", "C", "C", "C", "N", "H", "H", "H", "H", "F", "C", "F", "F", "Cl"],
  "coordinates": [[0.96472, -3.39503, 2.79236], [0.78665, -2.60809, 1.99879], [0.59388, -1.58695, 1.01622], [0.08770, -0.32798, 1.41297], [-0.10462, 0.69203, 0.46785], [0.19319, 0.35183, -0.81518], [0.63291, -0.92710, -1.14307], [0.91775, -1.87138, -0.26952], [-0.03010, -0.38178, 2.44316], [-0.35197, 1.60937, 0.75386], [0.02573, 1.15209, -1.56094], [0.91022, -1.36237, -2.09184], [-4.24138, -2.57637, 0.53597], [-2.92675, -2.52218, 0.39241], [-2.34690, -3.76935, 0.46869], [-2.37742, -1.90241, 1.39188], [-2.61049, -1.62779, -1.12687]]
}

***

{
  "formula": "C21H16N3O7S2V",
  "method": "ωB97M-V/def2-TZVPD",
  "de_lowest_kcal_mol": 0.96,
  "homo_ev": -8.6,
  "elements": ["V", "O", "C", "C", "C", "C", "C", "C", "C", "N", "C", "C", "N", "H", "H", "H", "H", "H", "H", "H", "O", "S", "O", "O", "C", "C", "C", "C", "C", "C", "S", "O", "O", "O", "H", "H", "H", "H", "N", "C", "C", "C", "C", "C", "C", "H", "H", "H", "H", "H"],
  "coordinates": [[-0.03154, 0.04679, 0.40282], [0.29641, 1.65601, 1.23776], [0.43372, 2.89283, 0.77898], [1.33781, 3.75913, 1.39924], [1.47268, 5.05769, 0.95814], [0.70840, 5.53176, -0.10897], [-0.19022, 4.68518, -0.72092], [-0.34394, 3.36550, -0.29004], [-1.30569, 2.46482, -0.90657], [-1.35113, 1.14919, -0.75186], [-2.39548, 0.66620, -1.51143], [-3.00307, 1.70995, -2.12123], [-2.29833, 2.83396, -1.74120], [1.92898, 3.37297, 2.21850], [2.18615, 5.71221, 1.44148], [0.82654, 6.54709, -0.46033], [-0.76430, 5.04860, -1.56569], [-2.60348, -0.38634, -1.57254], [-3.84343, 1.75626, -2.78887], [-2.50368, 3.78020, -2.00709], [3.87533, 0.05366, 0.25196], [2.59319, -0.32349, -0.24278], [1.79847, 0.70317, -0.92250], [1.66489, -0.85660, 0.83548], [2.85171, -1.68240, -1.36993], [4.16002, -1.81748, -1.81646], [4.49516, -2.80287, -2.73150], [3.51870, -3.66107, -3.20478], [2.21124, -3.53162, -2.76223], [1.86326, -2.54990, -1.84552], [0.14903, -2.59108, -1.32918], [-0.21244, -1.12946, -1.17310], [-0.58562, -3.14794, -2.42703], [0.10574, -3.28669, -0.07166], [4.91211, -1.14500, -1.43067], [5.51932, -2.89358, -3.06754], [3.76549, -4.43466, -3.91970], [1.43645, -4.18903, -3.13015], [-1.02992, -0.66086, 1.42967], [-1.88483, -1.28304, 2.32226], [-2.56723, -0.49404, 3.25043], [-3.42777, -1.09728, 4.14893], [-3.60281, -2.47585, 4.12407], [-2.91739, -3.25305, 3.19929], [-2.05336, -2.66720, 2.29020], [-2.40664, 0.57609, 3.25028], [-3.96068, -0.49463, 4.87230], [-4.27430, -2.94534, 4.83098], [-3.05523, -4.32607, 3.18685], [-1.49830, -3.24272, 1.56186]]
}

***

{
  "formula": "C16H54N12O11",
  "method": "ωB97M-V/def2-TZVPD",
  "de_lowest_kcal_mol": 0.00,
  "homo_ev": -8.9,
  "elements": ["N", "C", "N", "O", "H", "H", "H", "H", "N", "C", "N", "O", "H", "H", "H", "H", "N", "C", "N", "O", "H", "H", "H", "H", "N", "C", "N", "O", "H", "H", "H", "H", "N", "C", "N", "O", "H", "H", "H", "H", "N", "C", "N", "O", "H", "H", "H", "H", "C", "C", "O", "H", "H", "H", "H", "H", "H", "C", "C", "O", "H", "H", "H", "H", "H", "H", "C", "C", "O", "H", "H", "H", "H", "H", "H", "C", "C", "O", "H", "H", "H", "H", "H", "H", "C", "C", "O", "H", "H", "H", "H", "H", "H"],
  "coordinates": [[-3.15064, -6.14186, 19.21018], [-3.77260, -5.55069, 18.21378], [-4.76197, -6.39402, 17.59015], [-3.56508, -4.42331, 17.85365], [-2.46293, -5.60689, 19.76515], [-3.44142, -6.97538, 19.68380], [-4.98787, -5.95302, 16.72806], [-4.36062, -7.35060, 17.50332], [-7.78922, -2.18289, 17.60367], [-6.63044, -2.42191, 18.19687], [-5.57102, -2.67039, 17.40086], [-6.44325, -2.41796, 19.41476], [-8.55549, -2.06786, 18.24497], [-7.90505, -2.39604, 16.62783], [-4.70365, -2.93192, 17.90698], [-5.51379, -2.49160, 16.39247], [-6.99859, -9.47588, 14.15002], [-7.53359, -8.34218, 14.76492], [-8.84596, -8.27564, 14.73839], [-6.74945, -7.52389, 15.24196], [-5.98169, -9.62888, 14.14200], [-7.58278, -10.30119, 13.85538], [-9.42569, -8.91534, 14.23312], [-9.24578, -7.60799, 15.36970], [-9.83200, -11.51560, 19.57215], [-8.88518, -10.63962, 18.97511], [-9.27856, -9.57485, 18.34206], [-7.69840, -11.01341, 19.05860], [-10.85433, -11.49495, 19.31626], [-9.45125, -12.45464, 19.70185], [-10.24126, -9.24239, 18.23910], [-8.49681, -8.97089, 18.13884], [-4.68762, -10.35809, 19.35106], [-4.61716, -9.70415, 18.13487], [-5.81539, -9.65605, 17.51739], [-3.58783, -9.12213, 17.76586], [-3.75639, -10.43393, 19.75845], [-5.45065, -10.97104, 19.61158], [-5.89120, -9.15238, 16.62816], [-6.60085, -10.18309, 17.94179], [-9.80862, -6.11217, 18.95099], [-9.27474, -6.42473, 17.75432], [-7.92107, -6.70528, 17.72261], [-9.96377, -6.54920, 16.72653], [-9.25090, -5.63757, 19.68600], [-10.73883, -5.66942, 18.86618], [-7.39480, -6.86648, 16.90281], [-7.40181, -6.55609, 18.54565], [-12.82494, -4.49820, 15.48850], [-12.09993, -3.07944, 15.60821], [-11.51156, -2.66081, 14.38450], [-13.70466, -4.41852, 14.84369], [-13.11064, -4.84143, 16.44753], [-11.99880, -5.17566, 15.10885], [-11.36198, -3.08418, 16.39314], [-12.82839, -2.31123, 15.87012], [-12.21647, -2.79173, 13.74974], [-8.70855, -4.76808, 13.27750], [-8.09347, -4.30550, 14.54968], [-8.11940, -2.85258, 14.54282], [-9.77908, -4.49841, 13.20352], [-8.57622, -5.84456, 13.33879], [-8.24112, -4.37699, 12.37507], [-7.12944, -4.59446, 14.70577], [-8.70546, -4.63677, 15.41649], [-9.01596, -2.54930, 14.28522], [-6.62152, -5.06845, 22.73226], [-7.49662, -5.70165, 21.69691], [-7.99643, -4.75088, 20.73211], [-5.74682, -4.57130, 22.28918], [-6.21367, -5.81868, 23.41687], [-7.23209, -4.37597, 23.28300], [-8.43956, -6.05999, 22.19700], [-6.94229, -6.44011, 21.10844], [-7.33500, -3.98361, 20.49823], [-14.34124, -6.38541, 19.70253], [-15.19540, -7.32292, 18.95944], [-14.73796, -8.66333, 19.07910], [-14.89365, -5.48715, 19.82972], [-13.46479, -6.18944, 19.15379], [-14.11538, -6.71288, 20.72109], [-15.25128, -7.01965, 17.89116], [-16.21135, -7.26252, 19.35455], [-15.48935, -9.26663, 19.19307], [-12.40599, -9.36537, 15.31508], [-12.70113, -8.65626, 16.64862], [-12.48039, -9.62463, 17.71127], [-11.45484, -9.86644, 15.31582], [-12.56278, -8.82021, 14.42462], [-13.12471, -10.18338, 15.16014], [-13.70081, -8.25758, 16.64080], [-11.92043, -7.90628, 16.76600], [-13.15536, -9.38947, 18.38504]]
}

***

Number 1: LUMO level -0.023 eV, Kohn-Sham gap 10.1 eV. Number 2: LUMO level -0.870 eV, Kohn-Sham gap 7.7 eV. Number 3: LUMO level 0.249 eV, Kohn-Sham gap 9.2 eV.